C3H8N2O | ωB97M-V/def2-TZVPD

The geometry in ORCA input format:
```
! wB97M-V def2-TZVPD RIJCOSX def2/J DEFGRID3
* xyz 0 1
C -0.36 0.70 -0.09
C 1.12 0.11 -2.04
N -1.70 0.67 -0.28
C 0.36 -1.06 2.43
O 0.36 -0.36 -0.21
N -0.44 -0.24 1.95
H 0.09 1.69 -0.22
H -2.13 -0.25 -0.28
H -2.36 1.34 0.10
H 1.32 -0.94 -2.22
H 1.94 0.75 -1.75
H 0.37 0.53 -2.70
H 0.22 -1.46 3.45
H 1.22 -1.48 1.87
*
```

## Properties
**HOMO-LUMO gap (alpha / beta)**: 6.6 / 9.6 eV

C2HAgO4 | ωB97M-V/def2-TZVPD

The geometry in ORCA input format:
```
! wB97M-V def2-TZVPD RIJCOSX def2/J DEFGRID3
* xyz 1 2
O -2.90 1.99 -1.04
C -1.91 1.62 -0.60
O -1.04 1.37 0.15
C 1.41 -1.42 0.07
O 0.50 -1.65 0.91
O 2.05 -0.33 0.18
Ag 0.45 0.43 1.21
H 1.44 -2.01 -0.90
*
```

## Properties
**HOMO-LUMO gap (alpha / beta)**: 11.7 / 8.0 eV
**Expectation value of S²**: 0.760

C49H51N5NiO3P2S | ωB97M-V/def2-TZVPD

The geometry in ORCA input format:
```
! wB97M-V def2-TZVPD RIJCOSX def2/J DEFGRID3
* xyz 0 1
Ni -0.92 -1.24 0.11
C -0.01 -4.93 1.83
O 1.20 -4.11 1.82
C 1.20 -2.88 2.12
C 3.15 -1.87 3.31
C 2.35 -0.98 4.22
C 1.07 -0.62 4.11
C 0.04 -1.01 3.13
C -1.07 -0.05 2.97
N -1.65 0.05 1.56
N -3.09 0.13 1.67
C -3.77 -0.50 0.67
O -3.21 -1.21 -0.16
C -5.26 -0.32 0.67
C -5.92 0.39 1.67
C -7.30 0.53 1.60
C -8.01 -0.04 0.56
C -7.35 -0.75 -0.43
C -5.97 -0.89 -0.38
C -0.02 -2.13 2.36
O -1.07 -2.47 1.67
H 0.37 -5.95 1.76
H -0.54 -4.77 2.77
H -0.63 -4.64 0.99
H 4.12 -1.40 3.13
H 2.90 -0.58 5.07
H 0.71 0.09 4.85
H -1.89 -0.17 3.69
H -5.37 0.79 2.51
H -7.82 1.08 2.38
H -9.09 0.07 0.51
H -7.90 -1.20 -1.25
H -5.43 -1.44 -1.14
C 3.22 6.47 -1.34
S 4.24 5.06 -1.81
C 3.64 3.86 -0.60
C 2.22 3.37 -0.85
C 1.80 2.37 0.22
N 0.58 1.62 -0.11
P 0.58 0.12 -0.85
C 1.14 0.36 -2.56
C 2.49 0.56 -2.86
C 2.87 0.88 -4.15
C 1.92 1.00 -5.15
C 0.57 0.80 -4.86
C 0.19 0.48 -3.56
C 1.86 -0.93 -0.11
C 2.17 -0.87 1.19
C 2.54 -2.15 1.93
C 3.43 -3.01 1.06
C 3.21 -3.04 -0.25
C 2.18 -2.16 -0.91
P -1.07 2.20 0.03
C -0.92 3.99 0.27
C -0.76 4.59 1.52
C -0.70 5.97 1.63
C -0.79 6.77 0.49
C -0.98 6.18 -0.75
C -1.05 4.80 -0.86
C -1.52 1.56 1.66
C -3.04 1.69 1.97
C -3.38 2.22 3.29
C -2.39 2.56 4.21
C -1.03 2.30 4.09
C -0.64 1.47 2.94
H 3.57 7.33 -1.91
H 3.34 6.69 -0.27
H 2.17 6.31 -1.56
H 3.73 4.30 0.40
H 4.34 3.02 -0.64
H 2.16 2.92 -1.85
H 1.53 4.22 -0.84
H 1.64 2.89 1.17
H 2.61 1.65 0.38
H 3.24 0.47 -2.08
H 3.92 1.04 -4.38
H 2.22 1.25 -6.16
H -0.17 0.89 -5.64
H -0.86 0.32 -3.33
H 1.94 0.01 1.78
H 3.37 -2.81 3.82
H 4.16 -3.65 1.53
H 3.79 -3.70 -0.88
H 2.64 -1.82 -1.85
H -0.70 3.99 2.43
H -0.58 6.43 2.60
H -0.75 7.84 0.58
H -1.08 6.80 -1.64
H -1.21 4.34 -1.83
H -3.59 2.18 1.17
H -4.40 2.54 3.46
H -2.72 3.11 5.09
H -0.31 2.66 4.80
H 0.42 1.55 2.70
N -0.30 -2.57 -0.98
C 0.88 -2.90 -1.30
N 1.13 -4.09 -2.03
C 1.93 -3.99 -3.24
C 2.43 -5.36 -3.67
C 1.25 -6.32 -3.87
C 0.37 -6.33 -2.63
C -0.05 -4.92 -2.24
H 2.78 -3.32 -3.07
H 1.33 -3.54 -4.05
H 3.10 -5.75 -2.90
H 3.01 -5.27 -4.60
H 1.61 -7.32 -4.10
H 0.66 -5.99 -4.73
H 0.91 -6.78 -1.79
H -0.53 -6.94 -2.80
H -0.65 -4.91 -1.33
H -0.69 -4.49 -3.02
*
```

## Properties
**HOMO-LUMO gap (alpha / beta)**: 4.1 / 4.1 eV

C5H10NO2 | ωB97M-V/def2-TZVPD

The geometry in ORCA input format:
```
! wB97M-V def2-TZVPD RIJCOSX def2/J DEFGRID3
* xyz 0 2
C -1.36 0.96 1.42
O -0.29 0.31 2.13
C -1.53 0.54 -0.04
C -1.15 -0.98 -0.18
C 0.27 -1.37 -0.70
C 1.22 -0.19 -0.99
N 2.02 0.22 0.01
O 1.12 0.46 -2.02
H -1.15 2.03 1.49
H -2.21 0.81 2.08
H -0.80 1.03 -0.68
H -2.56 0.71 -0.31
H -1.21 -1.39 0.82
H -1.86 -1.52 -0.79
H 0.31 -1.83 -1.69
H 0.74 -2.02 0.05
H 2.93 0.66 -0.17
H 0.54 0.63 1.79
*
```

## Properties
**HOMO-LUMO gap (alpha / beta)**: 11.1 / 7.8 eV
**Expectation value of S²**: 0.764

C6H8 | ωB97M-V/def2-TZVPD

The geometry in ORCA input format:
```
! wB97M-V def2-TZVPD RIJCOSX def2/J DEFGRID3
* xyz 0 1
C 1.42 -0.42 -0.24
C 0.00 0.23 0.86
C 0.14 0.71 -0.90
C -0.55 1.44 0.20
C -0.92 -0.87 0.93
C -1.67 -1.81 1.10
H 2.27 0.17 0.09
H 1.60 -0.78 -1.27
H 1.36 -1.34 0.36
H -0.50 0.13 -1.55
H 0.91 1.28 -1.42
H -0.11 2.39 0.50
H -1.63 1.49 0.08
H -2.33 -2.63 1.25
*
```

## Properties
**HOMO-LUMO gap**: 8.3 eV

C19H21N3O3 | ωB97M-V/def2-TZVPD

The geometry in ORCA input format:
```
! wB97M-V def2-TZVPD RIJCOSX def2/J DEFGRID3
* xyz 0 1
C 4.69 3.34 0.79
C 3.89 2.06 1.00
H 2.88 2.31 1.34
H 4.36 1.45 1.78
C 3.82 1.23 -0.29
C 3.00 -0.01 -0.07
N 1.76 -0.08 0.23
N 0.91 0.98 0.32
C 0.74 2.01 -0.55
O 1.39 2.22 -1.55
C -0.46 2.88 -0.15
N -1.72 2.24 -0.46
C -2.25 1.28 0.34
O -1.69 0.93 1.38
C -3.53 0.74 -0.11
C -4.15 -0.22 0.59
C -5.40 -0.82 0.24
C -6.12 -1.81 0.88
C -7.28 -2.02 0.10
C -7.18 -1.16 -0.95
O -6.06 -0.43 -0.88
H -7.83 -0.98 -1.79
H -8.07 -2.72 0.29
H -5.85 -2.31 1.78
H -3.69 -0.58 1.50
H -3.96 1.13 -1.02
H -2.12 2.41 -1.37
H -0.43 3.07 0.93
H -0.40 3.83 -0.69
H 0.13 0.79 0.95
C 3.68 -1.32 -0.11
C 3.33 -2.31 0.80
C 3.97 -3.54 0.78
C 4.95 -3.80 -0.16
C 5.29 -2.83 -1.08
C 4.66 -1.59 -1.06
H 4.92 -0.85 -1.80
H 6.05 -3.03 -1.83
H 5.45 -4.76 -0.17
H 3.69 -4.29 1.51
H 2.56 -2.09 1.53
H 4.83 0.97 -0.59
H 3.36 1.84 -1.07
H 5.70 3.11 0.47
H 4.74 3.91 1.71
H 4.21 3.95 0.02
*
```

## Properties
**HOMO-LUMO gap**: 8.2 eV
**SMILES**: CCC/C(=N\NC(=O)CNC(=O)/C=C/c1ccco1)c1ccccc1

CH4ClN3 | ωB97M-V/def2-TZVPD

The geometry in ORCA input format:
```
! wB97M-V def2-TZVPD RIJCOSX def2/J DEFGRID3
* xyz 0 3
C -0.74 0.76 0.10
N -0.96 -0.60 0.39
N 0.83 -0.40 -1.49
N 0.26 -0.10 -0.40
Cl 1.63 0.10 1.30
H -1.54 1.00 -0.45
H -0.34 1.44 0.96
H -0.43 -0.87 1.23
H 1.28 -1.33 -1.64
*
```

## Properties
**HOMO-LUMO gap (alpha / beta)**: 9.3 / 7.1 eV
**Expectation value of S²**: 2.009

C27H28F5N2O5PbS5 | ωB97M-V/def2-TZVPD

The geometry in ORCA input format:
```
! wB97M-V def2-TZVPD RIJCOSX def2/J DEFGRID3
* xyz -1 1
Pb -0.27 -0.35 0.04
C -1.28 2.80 -1.59
C -1.42 3.16 -0.13
S -0.19 2.42 1.01
C 1.31 3.47 0.75
C 2.12 3.42 -0.53
S 3.47 2.11 -0.60
C 2.80 0.27 -2.64
C 2.28 -1.14 -2.95
S 0.53 -1.57 -2.60
C -0.45 -0.60 -3.81
C -0.69 0.85 -3.46
S -1.81 1.09 -2.01
H -0.24 2.86 -1.89
H -1.89 3.48 -2.19
H -2.38 2.83 0.27
H -1.32 4.24 -0.01
H 1.94 3.20 1.60
H 0.92 4.48 0.91
H 2.69 4.35 -0.61
H 1.53 3.30 -1.43
H 3.89 0.24 -2.68
H 2.45 0.99 -3.38
H 2.80 -1.87 -2.33
H 2.45 -1.39 -4.00
H -1.39 -1.14 -3.88
H 0.07 -0.66 -4.77
H -1.15 1.37 -4.30
H 0.25 1.32 -3.18
O 4.04 -0.32 0.00
C 2.84 -0.37 -0.26
O 1.99 -1.20 0.16
C 2.36 0.71 -1.24
O 4.29 2.60 -1.74
O 1.07 1.07 -1.20
C 1.57 1.88 6.46
N 0.88 1.73 5.20
N 1.44 0.93 4.21
C 0.43 0.39 3.42
O 0.63 -0.34 2.46
C -0.79 0.86 4.01
C -0.48 1.60 5.10
C -1.39 2.23 6.09
C 2.76 1.14 3.77
C 3.36 2.39 3.92
C 4.66 2.58 3.47
C 5.35 1.54 2.87
C 4.74 0.31 2.70
C 3.45 0.10 3.15
H 2.64 1.75 6.29
H 1.24 1.13 7.19
H 1.39 2.88 6.85
H -1.75 0.68 3.59
H -2.41 2.04 5.78
H -1.22 3.30 6.15
H -1.24 1.80 7.08
H 2.81 3.21 4.35
H 5.12 3.55 3.58
H 6.36 1.70 2.51
H 5.25 -0.48 2.18
H 2.95 -0.84 2.97
F -5.97 -3.97 3.72
C -5.31 -2.94 3.15
C -4.89 -1.86 3.91
F -5.15 -1.82 5.24
C -4.21 -0.81 3.32
F -3.87 0.23 4.11
C -3.87 -0.79 1.95
S -3.06 0.52 1.24
C -4.31 -1.92 1.21
F -4.05 -1.98 -0.11
C -5.02 -2.95 1.79
F -5.47 -3.98 1.04
*
```

## Properties
**HOMO-LUMO gap**: 6.7 eV

| no. | E (eV) |
| --- | --- |
| 1 | -8262.773 |
| 2 | -14269.251 |
| 3 | -135683.737 |
| 4 | -10929.740 |
| 5 | -6344.921 |
| 6 | -30655.733 |
| 7 | -18087.261 |
| 8 | -114684.033 |